Molecular formula: C51H54Br2N4O3PSi3W
Method: DFT, the ωB97M-V functional and the def2-TZVPD basis

Structure (ORCA input):
```
! RIJCOSX wB97M-V def2-TZVPD def2/J DEFGRID3
* xyz 1 1
W 0.093 0.423 -1.477
O -0.649 2.069 -0.561
C -0.549 1.139 0.321
C -0.966 1.532 1.691
C -1.906 2.576 1.711
C -2.347 3.128 2.897
C -1.819 2.677 4.097
C -0.893 1.649 4.091
C -0.475 1.036 2.910
P 0.714 -0.360 3.024
C 1.845 0.330 4.300
C 2.755 1.301 3.878
C 3.662 1.860 4.763
C 3.679 1.452 6.091
C 2.777 0.493 6.522
C 1.866 -0.065 5.634
C -0.194 -1.603 4.018
C -1.520 -1.511 4.426
C -2.118 -2.550 5.129
C -1.397 -3.691 5.439
C -0.071 -3.796 5.038
C 0.518 -2.765 4.325
H -2.291 2.946 0.772
H -3.087 3.917 2.884
H -2.129 3.121 5.033
H -0.478 1.305 5.030
H 2.737 1.635 2.847
H 4.363 2.609 4.418
H 4.387 1.885 6.784
H 2.777 0.175 7.556
H 1.166 -0.810 5.993
H -2.103 -0.628 4.202
H -3.152 -2.461 5.432
H -1.864 -4.498 5.987
H 0.501 -4.681 5.280
H 1.551 -2.858 4.009
Br 4.109 5.574 3.110
C 3.446 4.438 1.764
C 2.087 4.404 1.495
C 1.597 3.556 0.515
C 2.464 2.728 -0.189
C 3.828 2.775 0.089
C 4.323 3.632 1.056
N 1.990 1.808 -1.188
C 2.705 1.721 -2.246
C 2.557 0.630 -3.225
C 3.455 0.552 -4.268
C 3.387 -0.530 -5.143
C 2.414 -1.482 -4.930
C 1.526 -1.314 -3.871
N 1.590 -0.297 -3.023
H 1.406 5.040 2.044
H 0.547 3.575 0.276
H 4.516 2.111 -0.421
H 5.383 3.660 1.265
H 3.509 2.433 -2.435
H 4.203 1.324 -4.382
H 4.080 -0.617 -5.968
H 2.310 -2.341 -5.577
H 0.731 -2.021 -3.706
C -3.723 -1.028 -3.471
Si -1.910 -1.563 -3.406
C -1.949 -3.375 -3.979
C -1.137 -0.654 -4.893
C -1.064 -1.482 -1.669
Si -2.544 -1.303 -0.427
C -3.527 0.302 -0.245
C -1.889 -1.665 1.309
C -3.876 -2.615 -0.763
Si -0.128 -2.998 -1.141
C -0.999 -4.348 -0.157
C 0.964 -3.994 -2.329
C 1.258 -2.269 -0.086
C 2.037 -3.103 0.715
C 3.226 -2.663 1.259
C 3.616 -1.366 0.978
C 2.786 -0.574 0.215
N 1.624 -0.987 -0.316
H -3.860 -0.384 -4.341
H -4.372 -1.895 -3.594
H -4.073 -0.472 -2.609
H -2.803 -3.521 -4.643
H -2.061 -4.085 -3.155
H -1.063 -3.661 -4.548
H -1.939 -0.109 -5.394
H -0.737 -1.366 -5.617
H -0.356 0.074 -4.680
H -3.032 1.204 -0.593
H -3.744 0.426 0.818
H -4.484 0.232 -0.762
H -0.803 -1.578 1.383
H -2.320 -0.960 2.022
H -2.160 -2.663 1.650
H -4.729 -2.215 -1.306
H -4.249 -2.988 0.194
H -3.516 -3.474 -1.330
H -2.068 -4.204 -0.062
H -0.596 -4.407 0.855
H -0.842 -5.314 -0.640
H 0.474 -4.281 -3.256
H 1.217 -4.919 -1.806
H 1.906 -3.502 -2.570
H 1.707 -4.122 0.872
H 3.836 -3.308 1.878
H 4.537 -0.949 1.362
H 3.089 0.437 0.024
Br -1.409 6.880 -4.980
C -2.168 5.309 -4.271
C -3.545 5.219 -4.097
N -4.143 4.138 -3.607
C -3.384 3.104 -3.269
C -1.999 3.113 -3.406
C -1.371 4.241 -3.918
C -1.211 1.956 -2.974
O 0.062 1.912 -3.034
O -1.741 0.928 -2.465
H -4.183 6.053 -4.361
H -3.884 2.230 -2.871
H -0.296 4.271 -4.031
*
```

Output
Energy ... -240696.80928 eV
HOMO energy (alpha / beta) ... -9.39 / -9.39 eV

Molecular formula: C27H29CoN6O6PS2Te
Method: DFT, the ωB97M-V functional and the def2-TZVPD basis

Structure (ORCA input):
```
! RIJCOSX wB97M-V def2-TZVPD def2/J DEFGRID3
* xyz 0 2
Co -0.859 -0.602 1.315
C -1.616 2.119 4.230
C -1.341 0.877 3.448
N -1.697 0.710 2.185
N -2.331 1.622 1.459
C -2.393 1.266 0.199
O -1.880 0.115 -0.170
C -3.017 2.174 -0.752
C -3.363 1.763 -2.039
C -3.911 2.662 -2.934
C -4.133 3.977 -2.558
C -3.791 4.392 -1.278
C -3.244 3.502 -0.377
C -0.643 -0.241 3.959
C -0.214 -0.382 5.291
C 0.353 -1.559 5.699
C 0.515 -2.585 4.762
C 0.148 -2.364 3.452
N -0.444 -1.248 3.041
H -2.321 2.735 3.681
H -0.691 2.681 4.364
H -2.018 1.869 5.211
H -3.197 0.734 -2.329
H -4.159 2.344 -3.937
H -4.561 4.682 -3.257
H -3.939 5.421 -0.988
H -2.962 3.808 0.618
H -0.344 0.442 5.973
H 0.653 -1.698 6.729
H 0.951 -3.528 5.042
H 0.329 -3.122 2.706
Te -0.658 -0.600 -2.479
C -1.190 -0.157 -4.459
C -0.632 0.766 -5.297
C -1.186 0.773 -6.590
C -2.190 -0.130 -6.735
S -2.461 -1.008 -5.283
H 0.166 1.412 -4.978
H -0.846 1.419 -7.381
H -2.781 -0.339 -7.604
O 5.025 -1.073 2.800
S 4.143 -0.780 1.722
O 4.403 -1.863 0.616
N 2.593 -0.734 2.025
C 2.038 0.361 1.465
O 0.821 0.629 1.466
C 3.000 1.266 0.831
C 2.744 2.507 0.251
C 3.804 3.214 -0.277
C 5.109 2.706 -0.230
C 5.376 1.487 0.382
C 4.315 0.788 0.903
H 1.734 2.885 0.239
H 3.629 4.181 -0.727
H 5.919 3.280 -0.658
H 6.377 1.091 0.459
N 2.477 -1.732 -1.152
C 1.929 -3.056 -1.418
P 0.490 -3.346 -0.290
O 0.644 -4.421 0.724
O -0.025 -2.011 0.177
C -0.962 -4.026 -1.310
N -1.890 -4.114 -0.165
H 3.680 -1.852 -0.104
H 1.795 -1.202 -0.609
H 2.656 -1.219 -2.010
H 2.692 -3.817 -1.222
H 1.572 -3.165 -2.450
H -0.750 -5.018 -1.702
H -1.341 -3.354 -2.080
H -2.712 -4.708 -0.288
H -2.142 -3.145 0.100
H -1.244 -4.467 0.594
*
```

Output
Energy ... -125573.54329 eV
⟨S²⟩ ... 0.761
Energy above the lowest of the compared OMol25 structures with the same formula, charge and spin ... 92.5 kcal/mol
HOMO energy (alpha / beta) ... -5.27 / -5.26 eV

Molecular formula: C22H45GeO3PPdSi2Te
Method: DFT, the ωB97M-V functional and the def2-TZVPD basis

Structure (ORCA input):
```
! RIJCOSX wB97M-V def2-TZVPD def2/J DEFGRID3
* xyz 0 1
Pd 0.342 0.415 0.304
C 2.396 -1.227 -1.978
Si 2.478 -0.467 -0.204
C 3.308 -1.812 0.906
C 3.550 1.134 -0.307
C 4.870 1.027 -0.723
C 5.656 2.154 -0.887
C 5.118 3.406 -0.639
C 3.806 3.517 -0.217
C 3.011 2.394 -0.046
Si 1.182 2.592 0.510
C 0.125 3.469 -0.857
C 1.147 3.804 2.028
H 3.403 -1.509 -2.269
H 2.019 -0.508 -2.699
H 1.764 -2.109 -2.013
H 4.278 -2.061 0.485
H 2.694 -2.708 0.924
H 3.448 -1.489 1.931
H 5.286 0.050 -0.925
H 6.681 2.054 -1.212
H 5.719 4.293 -0.774
H 3.383 4.491 -0.023
H 0.498 4.475 -1.022
H -0.920 3.536 -0.557
H 0.176 2.932 -1.801
H 1.588 4.753 1.737
H 1.710 3.434 2.877
H 0.129 3.995 2.359
C -4.179 -2.767 -3.670
C -3.125 -1.835 -4.249
C -1.703 -2.139 -3.782
C -1.456 -2.053 -2.280
Ge -1.126 -0.166 -1.553
C -2.661 1.109 -2.047
C -3.715 1.384 -0.989
C -4.301 0.105 -0.382
C -5.601 -0.313 -1.058
H -5.160 -2.503 -4.059
H -4.215 -2.688 -2.589
H -3.968 -3.799 -3.939
H -3.378 -0.807 -3.996
H -3.143 -1.908 -5.339
H -1.018 -1.452 -4.288
H -1.446 -3.152 -4.114
H -0.539 -2.603 -2.053
H -2.248 -2.550 -1.724
H -0.170 0.302 -2.729
H -3.115 0.675 -2.934
H -2.192 2.044 -2.357
H -4.526 1.979 -1.421
H -3.259 1.993 -0.199
H -4.491 0.249 0.686
H -3.561 -0.698 -0.474
H -6.385 0.407 -0.827
H -5.925 -1.291 -0.705
H -5.481 -0.358 -2.138
C -0.906 -3.807 3.865
C -0.065 -2.627 4.322
O -0.595 -1.398 3.838
P -0.030 -0.850 2.428
O 0.141 -1.899 1.403
Te -1.505 1.017 2.031
O 1.452 -0.294 2.828
C 1.605 0.553 3.956
C 3.060 0.980 4.057
H -0.517 -4.723 4.303
H -0.867 -3.881 2.781
H -1.942 -3.674 4.170
H 0.967 -2.739 3.968
H -0.053 -2.555 5.416
H 1.291 0.014 4.858
H 0.951 1.428 3.832
H 3.700 0.116 4.216
H 3.186 1.666 4.892
H 3.371 1.473 3.138
*
```

Output
Energy ... -122022.07613 eV
Energy above the lowest of the compared OMol25 structures with the same formula, charge and spin ... 51.6 kcal/mol
HOMO energy ... -7.28 eV

Molecular formula: C4H12N2O
Method: DFT, the ωB97M-V functional and the def2-TZVPD basis

Structure (ORCA input):
```
! RIJCOSX wB97M-V def2-TZVPD def2/J DEFGRID3
* xyz 0 1
C 0.636 1.110 1.603
N 1.517 0.259 0.672
C 0.954 -0.654 -0.431
C -0.366 -0.163 -1.002
N -0.274 1.340 -1.485
C -1.561 -0.575 -0.211
O -1.640 -1.978 0.071
H 1.363 1.819 1.957
H 0.174 0.688 2.482
H -0.106 1.711 1.100
H 2.081 -0.445 1.282
H 1.782 -0.707 -1.173
H 0.817 -1.726 0.028
H -0.523 -0.812 -1.873
H -0.332 1.059 -2.466
H 0.765 1.520 -1.294
H -1.824 -0.043 0.707
H -2.463 -0.321 -0.737
H -0.999 -2.081 0.771
*
```

Output
Energy ... -9368.14679 eV
Energy above the lowest of the compared OMol25 structures with the same formula, charge and spin ... 70.3 kcal/mol
HOMO energy ... -8.98 eV
SMILES ... CNC[C@H](N)CO

Molecular formula: C10H30F3N6O4Sr
Method: DFT, the ωB97M-V functional and the def2-TZVPD basis

Structure (ORCA input):
```
! RIJCOSX wB97M-V def2-TZVPD def2/J DEFGRID3
* xyz -1 1
Sr 3.467 19.145 -5.224
F 2.680 16.826 -6.215
F 5.346 18.234 -6.899
F 2.732 19.746 -7.692
C 4.422 20.190 -1.549
C 3.114 19.433 -1.584
C 2.170 19.693 -0.426
O 1.728 21.046 -0.437
C 1.026 21.314 0.759
N 2.438 19.710 -2.884
H 4.145 21.170 -1.133
H 4.990 20.381 -2.454
H 5.149 19.838 -0.808
H 3.237 18.347 -1.631
H 2.724 19.473 0.497
H 1.301 19.030 -0.502
H 1.586 21.045 1.664
H 0.058 20.807 0.750
H 0.926 22.396 0.855
H 2.468 20.727 -2.972
H 1.436 19.569 -2.774
C 3.529 23.920 -6.077
C 3.949 22.440 -6.087
C 5.251 22.183 -5.314
O 5.399 20.805 -5.100
C 6.643 20.512 -4.525
N 2.874 21.693 -5.333
H 3.097 24.201 -5.114
H 2.742 24.031 -6.823
H 4.364 24.601 -6.263
H 3.929 22.024 -7.095
H 5.196 22.720 -4.352
H 6.080 22.609 -5.892
H 6.681 19.526 -4.071
H 6.842 21.216 -3.691
H 7.495 20.708 -5.181
H 1.996 21.986 -5.760
H 2.817 22.242 -4.469
C 4.743 16.537 -3.016
O 4.611 17.525 -3.699
N 4.658 15.276 -3.533
N 5.276 16.568 -1.755
H 4.633 15.227 -4.543
H 4.695 14.437 -2.989
H 5.722 17.395 -1.409
H 5.506 15.696 -1.317
C -0.129 18.630 -5.740
O 0.849 19.041 -5.155
N -1.408 18.642 -5.215
N -0.007 18.021 -6.937
H -2.237 18.364 -5.699
H -1.469 19.091 -4.320
H 0.963 18.066 -7.269
H -0.746 17.662 -7.506
*
```

Output
Energy ... -36979.62784 eV
Energy above the lowest of the compared OMol25 structures with the same formula, charge and spin ... 70.1 kcal/mol
HOMO energy ... -3.05 eV

- Among the records above, which one has the lowest energy?
  C51H54Br2N4O3PSi3W